Here is C42H43As2N6O3SSeTb as an isolated structure in a non-equilibrium geometry from the OMol25 dataset. Energies are from ωB97M-V with the def2-TZVPD basis set.

Gap between HOMO and LUMO (alpha / beta), eV: 7.39 / 7.40
Net charge: +2
Energy above the lowest of the compared OMol25 structures with the same formula, charge and spin, kcal per mole: 67.2
Multiplicity: 7
E_LUMO (alpha / beta), eV: -5.7 / -5.7
HOMO energy (alpha / beta), hartree: -0.480 / -0.480

```
99
Properties=species:S:1:pos:R:3:forces:R:3
Tb -0.302 -0.839 -0.251 -0.52 0.68 -0.95
C 3.303 0.304 -2.585 0.95 0.01 0.15
As 2.175 0.676 -1.068 -0.76 1.40 -0.12
C 1.624 2.584 -1.345 0.79 -0.92 -1.04
C 3.581 1.020 0.172 1.01 -1.63 1.87
C 4.393 2.109 -0.068 0.26 -1.24 0.78
C 5.504 2.333 0.712 0.27 0.77 -0.10
C 5.836 1.510 1.752 0.37 -1.76 0.80
C 5.092 0.356 2.047 -1.39 0.25 -1.81
C 3.964 0.101 1.219 -0.32 0.49 0.07
As 2.831 -1.502 1.480 -0.31 -0.14 -0.33
C 2.753 -1.695 3.389 -0.52 1.04 0.70
C 4.021 -3.021 1.183 0.71 -0.76 -1.70
H 2.788 -0.138 -3.429 -0.10 0.02 -0.13
H 4.025 -0.422 -2.157 -0.15 0.41 -0.60
H 3.833 1.232 -2.886 -0.25 -0.69 0.11
H 2.461 3.222 -1.721 -0.67 -0.57 0.61
H 1.182 2.917 -0.422 -0.02 0.27 0.19
H 0.889 2.541 -2.142 -0.34 0.18 -0.03
H 4.268 2.602 -0.975 -0.25 1.40 -1.10
H 6.151 3.162 0.478 0.15 0.11 -0.08
H 6.794 1.581 2.238 0.09 0.56 0.31
H 5.368 -0.394 2.782 0.19 0.36 0.06
H 3.672 -1.992 3.844 1.05 0.27 0.06
H 2.121 -2.513 3.698 -0.78 -0.07 -0.18
H 2.415 -0.726 3.808 0.07 -0.71 0.03
H 4.856 -2.657 0.543 -0.44 -0.33 0.38
H 3.570 -3.901 0.641 0.09 1.08 0.43
H 4.461 -3.449 2.075 0.00 0.28 0.40
O -3.326 2.138 -1.362 1.93 -1.41 -0.20
C -2.399 1.313 -1.405 -1.30 0.45 0.10
O -2.031 0.527 -0.425 -0.62 0.57 -0.74
C -1.604 1.047 -2.693 0.53 1.09 -1.08
C -1.693 1.873 -3.883 -0.26 -1.03 3.43
C -0.853 1.594 -4.913 -0.43 0.56 -0.24
C -0.103 0.443 -4.862 -0.41 -0.16 -1.09
C -0.086 -0.307 -3.714 1.83 -0.71 -0.84
N -0.700 0.041 -2.610 -1.61 0.81 0.88
H -2.332 2.738 -3.840 -0.25 0.06 -0.08
H -0.852 2.296 -5.729 0.21 -0.22 -0.49
H 0.311 0.117 -5.801 0.72 -0.26 0.17
H 0.593 -1.165 -3.661 -0.43 0.15 0.02
Se -2.097 -8.488 -1.779 1.90 -0.12 -0.21
N -3.006 -7.040 -1.530 -0.64 0.80 0.37
C -2.209 -6.004 -1.546 0.09 -0.23 -0.88
C -2.694 -4.634 -1.439 0.29 0.82 0.28
C -4.064 -4.326 -1.302 0.08 -0.65 0.09
C -4.493 -3.020 -1.233 0.85 0.13 0.33
C -3.489 -2.027 -1.245 -0.70 -0.92 -1.00
N -2.187 -2.296 -1.358 0.42 0.45 0.60
C -1.757 -3.565 -1.448 -1.05 -1.37 -0.27
C -0.320 -3.870 -1.646 -0.10 -1.03 0.35
N 0.549 -2.838 -1.590 -0.50 -0.07 -0.07
C 1.815 -3.088 -1.826 1.66 -0.69 0.31
C 2.373 -4.361 -2.069 -0.86 1.36 -0.25
C 1.502 -5.392 -2.159 -0.58 -2.00 0.40
C 0.136 -5.207 -1.849 0.03 1.20 -0.72
C -0.821 -6.306 -1.842 -0.13 -0.30 0.93
N -0.484 -7.578 -1.932 -1.55 0.14 -0.18
H -4.761 -5.163 -1.250 0.11 0.22 -0.10
H -5.547 -2.754 -1.120 0.45 -0.08 -0.17
H -3.845 -1.020 -1.368 0.47 0.56 0.54
H 2.515 -2.274 -1.758 -0.03 0.49 0.03
H 3.422 -4.492 -2.225 0.42 0.10 -0.13
H 1.857 -6.419 -2.395 -0.38 0.80 0.23
N -0.881 -2.566 1.552 0.40 -0.19 -1.18
H -1.620 -3.228 1.344 0.24 -0.26 -0.17
H -1.100 -2.213 2.448 -0.08 0.58 1.26
H 0.032 -3.021 1.609 -0.40 -0.29 0.18
O -0.151 0.803 1.260 0.86 -0.43 -0.31
S -0.875 1.475 2.405 -0.72 0.42 1.37
C -1.516 3.109 1.914 -0.08 -0.30 0.83
C -0.420 3.978 1.376 -0.41 -0.70 0.10
C -0.623 4.749 0.242 1.28 0.07 0.26
C 0.430 5.577 -0.194 -2.04 -0.10 -0.59
C 1.589 5.571 0.497 2.82 1.16 -0.24
C 1.815 4.744 1.601 0.08 1.03 -0.32
C 0.806 3.956 2.054 -0.31 -0.72 0.47
C -2.482 0.584 2.602 0.07 -0.12 0.46
C -3.601 1.548 2.986 0.59 -0.92 0.55
C -3.721 2.055 4.295 0.51 -0.12 -0.08
C -4.710 2.996 4.563 -0.34 0.59 -0.88
C -5.489 3.498 3.525 0.43 -0.95 -1.93
C -5.348 2.945 2.199 0.02 0.76 2.26
C -4.435 1.954 1.937 0.07 -0.55 0.30
H -1.923 3.479 2.900 0.40 -0.25 -0.94
H -2.360 2.904 1.276 -0.11 0.39 -0.57
H -1.504 4.678 -0.355 -0.71 -0.01 0.01
H 0.227 6.232 -1.050 0.43 -0.29 0.34
H 2.439 6.223 0.143 -1.06 -0.70 0.51
H 2.727 4.854 2.147 0.52 -0.25 0.10
H 0.989 3.277 2.916 -0.33 0.69 -0.58
H -2.238 -0.216 3.339 -0.39 0.65 -0.28
H -2.700 0.133 1.626 0.10 0.21 0.22
H -2.987 1.826 5.108 -0.76 -0.19 -0.88
H -4.862 3.441 5.524 0.23 -0.06 0.57
H -6.176 4.332 3.640 0.05 -0.30 0.28
H -5.940 3.348 1.428 -0.71 0.34 -0.86
H -4.341 1.477 0.941 -0.02 0.59 0.66
```
Positions in Å, forces in eV/Å.

Here is C42H43BaN7OP2S6Se2 as an isolated structure in a non-equilibrium geometry from the OMol25 dataset. Energies are from ωB97M-V with the def2-TZVPD basis set.

Gap between HOMO and LUMO, eV: 4.72
Net charge: -2
E_LUMO, eV: 3.6
HOMO energy, hartree: -0.040

```
104
Properties=species:S:1:pos:R:3:forces:R:3
Ba 0.310 0.817 -1.865 -0.12 -0.31 -0.54
C -2.627 5.005 -3.477 -1.00 1.54 1.87
C -1.498 4.038 -3.259 0.01 -1.30 -1.17
S -1.987 2.320 -3.293 0.12 0.28 0.21
C -0.219 4.470 -3.223 -1.39 1.30 1.28
C -0.057 5.981 -3.305 1.40 0.86 -1.17
S 1.215 3.574 -2.792 0.46 0.00 -0.13
H -2.704 5.675 -2.508 0.01 -0.81 -1.91
H -3.618 4.587 -3.601 -0.05 -0.99 0.57
H -2.667 5.629 -4.371 1.08 0.47 -0.03
H 0.968 6.279 -2.961 -0.97 -0.14 0.06
H -0.840 6.672 -2.918 0.46 -0.82 0.27
H -0.028 6.242 -4.386 -0.01 0.04 0.24
O -0.217 -1.049 -3.753 -0.07 -0.51 0.95
N -1.065 -1.904 -3.143 -0.23 0.62 -1.48
C -2.375 -1.721 -3.521 1.17 -0.94 1.96
C -3.344 -2.556 -3.061 -1.15 0.63 -1.71
C -2.934 -3.655 -2.351 -1.82 -0.82 0.87
C -1.658 -3.813 -1.985 1.45 -1.29 1.12
C -0.632 -2.935 -2.342 0.45 0.81 -0.84
S 1.022 -3.084 -1.963 -0.12 0.08 0.07
H -2.501 -0.809 -4.003 -0.37 1.26 -1.08
H -4.387 -2.407 -3.406 0.78 -0.05 0.53
H -3.675 -4.353 -1.962 0.10 0.04 -0.22
H -1.379 -4.670 -1.355 0.03 0.40 -0.43
Se -1.808 -2.302 4.913 -0.17 0.12 0.53
P -1.638 -3.001 2.944 0.04 0.89 -0.81
C -0.068 -3.913 2.687 -1.08 0.37 2.38
C 0.493 -4.501 3.826 1.93 -1.10 -0.56
C 1.712 -5.201 3.657 -0.70 1.90 -3.51
C 2.353 -5.116 2.377 -1.43 0.62 -0.24
C 1.819 -4.401 1.274 -1.46 -1.35 5.61
C 0.581 -3.844 1.504 -0.25 0.51 -2.95
C -2.961 -4.120 2.409 -0.59 -0.43 -0.23
C -3.843 -4.694 3.353 0.36 -0.81 -1.51
C -4.668 -5.773 3.037 0.09 -0.05 -1.12
C -4.664 -6.294 1.707 -0.09 0.30 1.60
C -3.843 -5.662 0.809 1.00 0.13 -0.81
C -3.013 -4.564 1.077 -1.35 -1.08 2.31
C -1.604 -1.684 1.703 -1.22 -1.38 -0.15
C -0.713 -0.658 1.489 0.45 -0.49 0.05
N -1.075 -0.105 0.319 0.07 0.70 0.01
N -2.139 -0.713 -0.149 -0.24 -0.77 0.05
N -2.505 -1.715 0.642 1.42 0.90 0.92
P 0.656 0.227 2.285 -1.66 1.69 0.04
Se 2.269 0.681 1.038 0.74 -0.39 -0.54
C -0.353 1.793 2.591 2.03 -0.63 -1.04
C -0.077 2.820 1.679 -0.95 1.28 0.37
C -0.876 3.976 1.628 -0.42 -2.55 1.85
C -1.931 4.022 2.571 -0.19 1.61 -1.35
C -2.124 3.081 3.525 3.65 -2.77 -1.78
C -1.310 1.889 3.541 -1.76 1.44 0.49
C 1.323 -0.320 3.856 0.13 -2.24 -1.49
C 2.071 -1.525 3.800 0.32 0.17 -0.02
C 2.761 -1.843 4.972 -0.22 -0.58 -1.05
C 2.685 -1.062 6.127 1.31 -0.54 0.04
C 2.039 0.145 6.094 -0.93 0.65 1.90
C 1.294 0.451 4.974 -0.85 1.47 0.29
H 0.098 -4.376 4.817 -0.53 -0.03 0.09
H 2.281 -5.717 4.352 0.42 -0.81 1.81
H 3.253 -5.635 2.184 1.03 -0.49 0.25
H 2.288 -4.283 0.404 1.78 0.29 -3.43
H 0.126 -3.361 0.619 0.14 -0.04 0.64
H -3.850 -4.385 4.357 0.27 0.66 1.13
H -5.241 -6.193 3.859 -0.16 -0.11 -0.34
H -5.227 -7.182 1.372 0.26 0.54 0.50
H -3.661 -6.132 -0.140 -0.45 0.00 -0.62
H -2.462 -4.130 0.301 0.84 0.51 -0.69
H 0.787 2.685 1.060 0.12 0.14 -0.53
H -0.763 4.744 0.924 0.23 0.76 -0.89
H -2.678 4.833 2.510 0.65 -0.23 0.10
H -2.803 3.217 4.236 -3.01 0.41 2.78
H -1.483 1.077 4.247 -0.16 0.19 -0.09
H 2.167 -2.174 2.848 -0.20 1.29 1.74
H 3.390 -2.724 4.899 -0.06 -0.09 0.49
H 3.246 -1.395 7.011 -0.28 0.25 -0.35
H 1.958 0.805 7.019 0.24 -0.96 -1.38
H 0.616 1.311 4.963 0.62 -0.10 0.13
S 4.989 7.629 2.596 -0.18 -0.38 0.19
C 3.883 6.700 1.781 -0.91 1.73 -0.44
N 4.098 5.615 1.069 0.63 -2.31 0.44
C 2.936 4.834 0.614 -0.98 -0.03 0.91
C 1.950 5.912 0.196 1.34 0.59 -0.88
S 2.203 7.179 1.486 -0.06 0.34 0.01
H 4.900 5.081 1.379 0.21 0.08 -0.34
H 2.444 4.191 1.436 1.12 0.85 -0.98
H 3.230 4.231 -0.226 -0.03 -0.42 -0.29
H 0.943 5.607 0.191 -1.10 -0.52 0.12
H 2.169 6.266 -0.848 -0.02 -0.01 1.08
S 3.423 0.664 -2.854 0.89 -0.08 2.16
C 2.763 0.352 -4.314 -0.30 0.22 -2.30
N 2.208 1.353 -5.018 -0.08 0.42 0.68
C 1.646 1.255 -6.323 -0.21 0.77 -1.14
C 1.158 -0.175 -6.557 -1.11 1.27 0.68
C 2.148 -1.194 -6.159 -1.46 -1.55 2.21
N 2.877 -0.827 -4.950 -0.17 -0.70 -0.55
H 1.965 2.196 -4.479 0.23 -0.08 0.13
H 2.386 1.510 -7.134 -0.26 -0.09 0.73
H 0.857 2.083 -6.368 0.67 -1.48 -0.13
H 0.954 -0.308 -7.603 -0.66 -0.11 -0.45
H 0.309 -0.323 -5.885 -0.38 0.05 -0.47
H 2.792 -1.407 -6.926 2.07 -0.35 -1.96
H 1.598 -2.188 -5.972 0.66 1.42 0.01
H 3.181 -1.628 -4.432 0.14 0.21 0.68
```
Positions in Å, forces in eV/Å.

Here is C42H43Cl2N7O7SSiV as an isolated structure from the OMol25 dataset. Energies are from ωB97M-V with the def2-TZVPD basis set.

Gap between HOMO and LUMO (alpha / beta), eV: 4.59 / 6.71
Net charge: -2
Energy above the lowest of the compared OMol25 structures with the same formula, charge and spin, kcal per mole: 8.4
Multiplicity: 4
E_LUMO (alpha / beta), eV: 3.8 / 3.8
HOMO energy (alpha / beta), hartree: -0.028 / -0.106

```
104
Properties=species:S:1:pos:R:3:forces:R:3
V 0.781 -0.424 0.011 0.00 0.22 -0.36
C -0.543 0.930 2.840 0.11 0.03 0.10
N -0.474 1.042 1.380 -0.03 0.12 -0.04
C -0.024 2.379 0.979 -0.19 0.06 -0.02
C 1.452 2.377 0.761 0.03 -0.02 0.05
N 2.098 1.315 0.383 0.05 -0.02 0.01
C 3.439 1.666 0.359 -0.06 -0.04 -0.04
C 4.551 0.890 0.061 0.01 -0.01 -0.01
C 5.785 1.511 0.108 0.02 0.00 -0.01
C 5.914 2.866 0.442 0.02 -0.01 -0.01
C 4.811 3.647 0.750 -0.02 0.01 0.00
C 3.575 3.015 0.708 -0.03 0.00 0.00
N 2.282 3.447 0.962 -0.01 0.08 0.02
C -0.713 -0.460 3.361 -0.36 0.02 0.08
N -1.831 -0.844 3.934 0.06 0.15 0.17
C -1.611 -2.168 4.263 0.05 -0.09 0.08
C -2.452 -3.104 4.869 -0.01 0.00 -0.06
C -1.983 -4.396 5.011 0.10 -0.02 -0.06
C -0.707 -4.768 4.549 -0.02 0.04 0.03
C 0.147 -3.853 3.960 -0.12 0.07 0.08
C -0.320 -2.544 3.856 -0.12 -0.10 0.10
N 0.256 -1.409 3.341 -0.17 -0.33 -0.57
H -1.385 1.483 3.273 0.03 0.17 -0.17
H 0.380 1.371 3.224 0.07 -0.15 0.13
H -1.385 0.895 0.937 0.07 -0.18 -0.02
H -0.285 3.149 1.720 -0.03 0.00 0.02
H -0.532 2.630 0.047 0.04 -0.02 -0.02
H 4.424 -0.151 -0.205 0.00 0.00 0.00
H 6.673 0.939 -0.130 -0.01 0.01 0.00
H 6.900 3.316 0.460 0.00 0.00 0.00
H 4.914 4.693 1.011 0.00 0.00 0.00
H 1.997 4.357 1.277 0.01 -0.03 -0.01
H -3.451 -2.827 5.183 0.03 0.02 -0.01
H -2.623 -5.149 5.458 0.01 -0.01 0.00
H -0.395 -5.802 4.635 -0.01 0.00 0.00
H 1.108 -4.134 3.552 0.09 0.00 0.05
H 0.989 -1.462 2.600 0.46 0.24 0.24
C 5.464 3.759 -3.315 0.01 0.00 0.01
C 4.714 2.455 -3.226 0.00 -0.02 0.00
C 5.368 1.239 -3.381 0.02 0.04 0.00
C 4.679 0.037 -3.270 -0.01 -0.04 0.00
C 3.318 0.040 -3.014 0.01 -0.01 0.05
C 2.639 1.248 -2.892 -0.02 0.02 0.02
C 3.341 2.439 -2.988 0.00 0.00 -0.01
S 2.441 -1.508 -2.783 0.03 0.07 -0.06
O 3.383 -2.535 -3.207 -0.01 -0.07 0.00
O 1.255 -1.342 -3.598 -0.03 -0.01 0.00
N 2.149 -1.562 -1.250 0.02 -0.09 0.02
C 2.595 -2.734 -0.496 0.10 0.16 -0.09
C 2.751 -2.387 0.983 0.11 -0.21 0.06
O 3.484 -3.065 1.706 -0.15 0.03 -0.11
O 2.051 -1.383 1.384 -0.09 -0.05 0.20
H 6.535 3.603 -3.174 -0.01 0.00 0.00
H 5.124 4.457 -2.547 0.00 -0.01 0.00
H 5.321 4.240 -4.287 -0.01 0.00 0.00
H 6.438 1.229 -3.565 -0.01 0.00 0.00
H 5.185 -0.915 -3.372 0.00 0.01 0.00
H 1.573 1.236 -2.691 0.03 0.00 -0.01
H 2.812 3.380 -2.861 0.00 -0.01 0.00
H 3.538 -3.140 -0.862 0.02 -0.01 -0.02
H 1.850 -3.540 -0.543 -0.01 -0.03 0.03
C -1.756 -4.292 0.904 -0.05 0.04 0.07
Si -2.056 -2.654 0.000 0.09 -0.06 -0.18
C -3.588 -1.891 0.815 0.06 -0.02 -0.02
C -2.605 -3.115 -1.757 0.00 -0.01 -0.01
O -0.777 -1.716 0.001 -0.12 -0.01 0.26
H -2.512 -5.039 0.636 0.02 0.01 0.04
H -1.790 -4.147 1.989 -0.02 -0.04 -0.07
H -0.770 -4.696 0.660 -0.01 0.00 -0.04
H -4.453 -2.556 0.707 0.01 0.02 0.01
H -3.836 -0.930 0.353 0.02 -0.01 0.01
H -3.410 -1.721 1.880 -0.04 0.04 0.03
H -3.176 -4.050 -1.762 0.00 0.02 -0.02
H -1.734 -3.237 -2.409 -0.02 0.00 0.03
H -3.246 -2.340 -2.188 0.02 0.01 0.00
Cl -6.329 -1.696 -2.232 0.01 -0.01 -0.01
C -6.710 -0.216 -1.423 0.01 0.02 -0.05
C -7.914 -0.125 -0.743 -0.04 0.01 0.02
C -8.244 1.051 -0.093 -0.05 -0.05 0.00
C -7.372 2.125 -0.114 -0.02 0.04 0.04
C -6.170 2.011 -0.789 0.10 -0.06 -0.03
Cl -5.078 3.356 -0.756 0.01 -0.01 -0.02
C -5.800 0.843 -1.472 0.02 0.04 -0.04
N -4.568 0.696 -2.133 -0.13 0.05 -0.08
C -4.277 1.432 -3.284 -0.10 -0.14 0.06
C -5.251 2.134 -3.994 0.05 0.01 0.04
C -4.921 2.846 -5.140 -0.04 -0.03 0.04
C -3.616 2.859 -5.598 0.04 0.00 -0.01
C -2.654 2.125 -4.909 0.01 0.01 0.02
C -2.953 1.399 -3.766 0.00 -0.02 -0.05
C -1.899 0.516 -3.145 0.05 -0.01 -0.09
C -1.428 0.856 -1.734 -0.01 -0.03 0.10
O -2.287 1.186 -0.874 0.17 -0.02 0.05
O -0.196 0.756 -1.524 0.00 0.14 0.05
H -8.577 -0.980 -0.727 0.00 0.00 0.00
H -9.182 1.129 0.442 0.01 -0.01 0.00
H -7.603 3.048 0.400 0.00 -0.01 0.00
H -3.750 0.684 -1.490 -0.03 0.12 -0.01
H -6.274 2.131 -3.638 -0.02 0.00 0.01
H -5.694 3.390 -5.670 0.00 0.00 0.00
H -3.345 3.413 -6.489 0.00 -0.01 0.01
H -1.635 2.093 -5.277 0.00 0.00 -0.01
H -1.017 0.467 -3.782 -0.01 -0.01 0.00
H -2.279 -0.509 -3.076 -0.02 -0.02 0.02
```
Positions in Å, forces in eV/Å.

no.,total energy (Eh)
1,-10275.7217
2,-9985.1205
3,-5088.7404